## a
13
Properties=species:S:1:pos:R:3 method="wB97M-V/def2-TZVPD" homo_lumo_gap_ev=8.2 multiplicity=1 smiles="CPOC(C)=S"
C -1.99432 0.67820 -0.59044
P -1.72208 -0.94373 0.22890
O -0.20250 -0.17020 1.10086
C 1.16711 -0.03002 1.24209
C 1.88482 -0.31330 -0.06057
S 2.00905 0.45149 2.55356
H -1.10867 0.87763 -1.33776
H -2.11377 1.44551 0.07574
H -2.90307 0.69016 -1.22571
H -1.24561 -1.54274 -0.98843
H 1.20751 -0.09018 -0.92976
H 2.26616 -1.39683 -0.14836
H 2.75535 0.34400 0.07989

---

## b
13
Properties=species:S:1:pos:R:3 method="wB97M-V/def2-TZVPD" homo_lumo_gap_ev="6.1 / 7.5" multiplicity=1
C 0.60860 3.38563 0.41204
C 0.84561 -0.77880 1.23165
C 0.14405 -0.37700 -0.01976
O 0.38121 4.56208 0.43247
P -1.55901 -0.47211 -0.15846
S 0.72397 2.28694 -0.90970
H 0.94249 2.93617 1.42122
H 0.01829 -0.95809 1.89370
H 1.57467 -1.57512 0.93787
H 1.47702 0.12646 1.52493
H 0.69231 -0.47059 -0.90514
H -2.01214 0.23062 0.94396
H -1.76953 0.46358 -1.13076

---

Quick one: most stable of them? a

---

## a
58
Properties=species:S:1:pos:R:3 method="wB97M-V/def2-TZVPD" homo_lumo_gap_ev=8.1 multiplicity=1 smiles="CCOc1ccc(NS(=O)(=O)c2ccc3[nH]cc(C(=O)NC[C@@H]4CCCO4)c(=O)c3c2)cc1"
C -4.31663 -5.10094 0.43280
C -2.98125 -4.40223 0.67339
O -2.67914 -3.44606 -0.32176
C -3.33014 -2.25028 -0.33636
C -4.19004 -1.78113 0.64994
C -4.76317 -0.52509 0.53380
C -4.50905 0.27448 -0.57103
N -5.08780 1.54350 -0.69487
S -4.13863 2.85973 -1.12866
O -4.89788 4.00797 -0.73215
O -3.72556 2.72980 -2.48778
C -2.72965 2.66491 -0.04053
C -2.84400 3.13643 1.26223
C -1.82370 2.91915 2.15798
C -0.68438 2.20808 1.75740
N 0.33800 1.97423 2.63610
C 1.44516 1.30304 2.25963
C 1.62933 0.79619 1.01186
C 2.94030 0.10919 0.77235
O 3.77412 0.02994 1.66334
N 3.08925 -0.42476 -0.44995
C 4.36734 -0.89983 -0.90411
C 5.10473 0.19126 -1.71742
C 6.58673 -0.16187 -1.89742
C 7.22562 0.41972 -0.62866
C 6.16245 1.40277 -0.09649
O 5.10784 1.42718 -1.04352
C 0.60775 0.96987 -0.01001
O 0.68053 0.53953 -1.15652
C -0.57491 1.72869 0.44090
C -1.61815 1.97656 -0.45564
C -3.65932 -0.19943 -1.56825
C -3.07447 -1.43944 -1.44573
H -4.31059 -5.57711 -0.54421
H -4.47734 -5.85871 1.19478
H -5.13818 -4.38939 0.46132
H -2.95191 -3.94814 1.67202
H -2.16616 -5.12806 0.60456
H -4.42069 -2.37133 1.52276
H -5.42752 -0.17147 1.31006
H -5.73143 1.79089 0.04118
H -3.73101 3.68547 1.53629
H -1.88990 3.29000 3.17041
H 0.25902 2.33158 3.57811
H 2.22264 1.16561 2.99897
H 2.36703 -0.22056 -1.13682
H 4.94991 -1.15495 -0.01607
H 4.23171 -1.78835 -1.52544
H 4.57747 0.35452 -2.66252
H 6.97610 0.33488 -2.78575
H 6.74284 -1.23371 -1.99651
H 7.42600 -0.35937 0.10507
H 8.16209 0.92747 -0.85082
H 6.53419 2.42576 -0.00811
H 5.77614 1.07992 0.87801
H -1.52727 1.63018 -1.47242
H -3.47740 0.41553 -2.43397
H -2.40702 -1.81180 -2.20573

---

## b
58
Properties=species:S:1:pos:R:3 method="wB97M-V/def2-TZVPD" homo_lumo_gap_ev=8.4 multiplicity=1 smiles="CCOC(=O)Nc1ccc2c(CN3CCN(S(=O)(=O)c4ccccc4)CC3)cc(=O)oc2c1"
C -7.62768 -3.91400 -0.81454
C -7.02367 -3.76361 0.57385
O -6.62854 -2.41437 0.83132
C -5.42663 -2.04017 0.34824
O -4.66730 -2.76074 -0.24101
N -5.23654 -0.71964 0.65567
C -4.15180 0.09561 0.36421
C -2.99950 -0.38019 -0.27495
C -1.95931 0.47392 -0.54716
C -2.01798 1.82958 -0.19897
C -0.97834 2.78802 -0.47110
C 0.26158 2.37479 -1.21295
N 0.94252 1.26317 -0.56803
C 1.40236 1.61090 0.76613
C 2.00478 0.37816 1.42903
N 3.11309 -0.08266 0.61953
S 4.09768 -1.24614 1.33447
O 4.25599 -0.87974 2.71016
O 3.64133 -2.57296 1.02564
C 5.62084 -0.92386 0.45303
C 6.22964 0.30217 0.63779
C 7.39963 0.58443 -0.04701
C 7.94249 -0.36103 -0.90461
C 7.32363 -1.58864 -1.07963
C 6.15197 -1.87407 -0.39604
C 2.67238 -0.44669 -0.70677
C 2.05016 0.77849 -1.37079
C -1.15630 4.06856 -0.07582
C -2.35162 4.52271 0.60815
O -2.55330 5.65001 0.98439
O -3.32124 3.58209 0.83646
C -3.17346 2.29462 0.45360
C -4.22746 1.43308 0.73015
H -7.97372 -4.93430 -0.95105
H -6.87860 -3.69206 -1.57052
H -8.46761 -3.23427 -0.93662
H -7.75586 -3.99249 1.35052
H -6.15023 -4.41457 0.67973
H -6.00484 -0.28400 1.14857
H -2.94260 -1.41955 -0.55010
H -1.06635 0.10188 -1.02065
H 0.92397 3.25191 -1.32042
H -0.03023 2.04765 -2.21690
H 0.54882 1.95859 1.35095
H 2.16025 2.41272 0.73167
H 2.39717 0.60926 2.41888
H 1.23399 -0.40050 1.51792
H 5.78134 1.00684 1.31931
H 7.88967 1.53685 0.08756
H 8.85574 -0.14011 -1.43690
H 7.75278 -2.32205 -1.74531
H 5.64245 -2.81914 -0.50109
H 3.54244 -0.78635 -1.27171
H 1.93858 -1.26317 -0.66078
H 1.67478 0.50394 -2.35967
H 2.82975 1.55179 -1.49183
H -0.41326 4.83014 -0.25386
H -5.09782 1.82920 1.22985

---

Quick one: most stable of them? b

---

## a
11
Properties=species:S:1:pos:R:3 method="wB97M-V/def2-TZVPD" total_charge=+1 homo_lumo_gap_ev=11.7 multiplicity=1
N -0.88909 -0.24035 0.03461
C -0.17029 0.77538 -0.32882
N -0.48707 1.56786 -1.33144
H -1.55592 -0.80520 -0.46926
H -0.82760 -0.69273 0.93883
H 0.44727 1.15051 0.47611
H 0.15681 2.09802 -1.91540
H -1.26001 1.29456 -1.93253
H 1.13814 -2.16841 1.95339
H 2.14688 -1.31166 1.41429
O 1.30089 -1.66799 1.16024

---

## b
11
Properties=species:S:1:pos:R:3 method="wB97M-V/def2-TZVPD" total_charge=+1 homo_lumo_gap_ev=12.0 multiplicity=1
N 0.10933 1.44275 0.19640
C -0.06362 0.29093 0.81509
N 1.01086 -0.45603 1.09141
H 0.96545 1.64079 -0.31089
H -0.72174 1.85467 -0.20779
H -0.99890 -0.17220 1.02081
H 0.84172 -1.45111 1.38533
H 1.89942 -0.02061 0.93447
H -1.60312 -0.46178 -1.63246
H -0.47101 -1.56849 -1.98661
O -0.96839 -1.09892 -1.30577

---

Quick one: most stable of them? b

---

## a
16
Properties=species:S:1:pos:R:3 method="wB97M-V/def2-TZVPD" homo_lumo_gap_ev=9.5 multiplicity=1 smiles="CCSC(=O)/C=N/N"
C -2.83929 0.57324 0.64757
C -2.30598 -0.35020 -0.46997
S -0.76440 -1.17222 -0.19152
C 0.40158 0.06003 -0.27326
O 0.14591 1.23084 -0.55187
C 1.77679 -0.33140 0.21082
N 2.81712 0.37385 -0.17193
N 4.09779 -0.15486 0.19712
H -2.05164 1.27206 1.02509
H -3.42982 0.09790 1.46448
H -3.58564 1.30264 -0.02885
H -2.28000 0.44852 -1.24898
H -3.03674 -0.98889 -0.83498
H 2.02411 -1.41999 0.61563
H 4.89153 0.24384 -0.54316
H 4.13870 -1.18537 0.15382

---

## b
16
Properties=species:S:1:pos:R:3 method="wB97M-V/def2-TZVPD" homo_lumo_gap_ev=7.9 multiplicity=1
C 0.53000 0.70367 1.39667
C -0.37630 0.20466 0.23330
C -0.11514 0.98069 -1.01598
C 0.23531 -1.20946 -0.14985
H 0.13759 1.57118 1.85284
H 0.61466 -0.12330 2.09768
H 1.60400 0.94331 1.18336
H -2.31368 1.17576 0.37016
H -0.76030 0.74498 -1.79811
H -0.24897 2.04649 -0.86823
H 1.18021 -1.84050 -1.77276
H -1.16016 -2.21010 0.67149
N 1.28526 -1.09639 -1.08864
N -0.35986 -2.34305 0.05900
O -1.72660 -0.10912 0.53542
S 1.47398 0.56118 -1.70636

---

Quick one: most stable of them? a